# 1
Entry from OMol25: a single C10H13NO molecule (wB97M-V/def2-TZVPD).

Computed properties:
Orbital gap, eV: 9.64
Energy above the lowest of the compared OMol25 structures with the same formula, charge and spin, kcal/mol: 60.8
Spin multiplicity: 1
Energy, a.u.: -518.74607
Largest force on an atom, eV Å⁻¹: 5.09
Charge: 0
SMILES: C=C(C(=O)n1cccc1)C(C)C

Structure (XYZ):
```
25
Properties=species:S:1:pos:R:3:forces:R:3
C 2.3356 1.0367 -2.5986 -1.2 -0.7 -1.3
C 2.0963 1.9351 -1.5309 1.5 -0.3 0.6
C 1.7648 -0.1711 -2.2600 0.0 0.3 -1.2
C 1.6136 1.1766 -0.5277 -1.3 2.9 1.9
C 0.9309 -0.4948 2.0827 -1.3 1.1 3.6
C -0.0173 -0.4973 1.1695 1.8 -0.5 -2.2
C 0.4883 -0.9492 -0.3440 -2.1 -0.7 3.2
C -2.2404 -1.4959 1.4408 0.1 -2.3 0.3
C -1.9645 0.5330 -0.0267 1.3 0.8 0.0
C -1.4451 -0.1793 1.2875 -1.0 -2.3 -4.4
N 1.2741 -0.0655 -0.9560 2.1 1.2 -1.5
O 0.1601 -1.9641 -0.8878 -0.4 -0.7 0.1
H 2.6006 1.3069 -3.6227 0.3 -0.3 0.5
H 2.4258 2.9514 -1.3653 -0.1 -0.1 -0.4
H 1.4899 -0.9878 -2.9375 0.3 0.2 0.8
H 1.3167 1.6505 0.4238 0.2 -1.1 -0.5
H 0.6529 -0.1875 3.2315 0.8 -0.8 -3.0
H 1.9601 -0.6899 1.8779 0.5 -0.2 -0.1
H -2.1237 -2.2161 0.5223 0.1 1.3 1.8
H -1.9079 -2.0520 2.4231 -0.5 0.9 -2.0
H -3.3352 -1.3531 1.5326 0.5 0.3 0.0
H -1.7812 -0.2445 -0.8341 -1.0 1.5 0.4
H -2.9603 0.9288 0.1927 -0.5 -1.1 -0.6
H -1.4992 1.5820 -0.2477 0.2 -2.2 0.2
H -1.8348 0.4471 1.9546 -0.2 2.5 3.8
```
Forces are in eV/Å.

# 2
Entry from OMol25: 2 unconnected molecules or ions with the total composition C10H13NO (wB97M-V/def2-TZVPD).

Computed properties:
Orbital gap, eV: 8.83
Energy above the lowest of the compared OMol25 structures with the same formula, charge and spin, kcal/mol: 55.0
Spin multiplicity: 1
Energy, a.u.: -518.75522
Largest force on an atom, eV Å⁻¹: 6.04
Charge: 0
SMILES: Cc1c[nH]c2ccccc12.CO

Structure (XYZ):
```
25
Properties=species:S:1:pos:R:3:forces:R:3
C 0.7397 -2.5087 2.7230 -0.2 1.1 3.5
O -0.5583 -1.8662 3.0812 -0.3 -0.5 -2.6
H -1.1535 -1.8720 2.2341 2.0 -0.5 2.4
H 0.6319 -3.0628 1.8339 0.2 -0.7 -0.9
H 1.5810 -1.7678 2.7096 -1.0 -0.3 -0.6
H 1.0231 -3.1281 3.6524 -0.7 0.4 -1.7
C -2.0586 0.4814 -2.7395 1.8 -1.1 -0.2
C -1.9906 -0.2470 -0.3219 2.7 1.8 2.3
C 0.1719 0.4348 0.2086 -0.2 -1.6 3.1
C -1.3764 0.3220 -1.4182 -0.9 -0.2 -0.1
C -0.0545 0.7746 -1.0941 -0.2 1.0 -2.0
C 1.4301 0.5732 0.8539 -3.4 0.5 1.0
C 2.1913 1.4058 0.1648 5.9 1.0 -0.9
C 0.8897 1.5864 -1.8306 -0.1 -1.7 2.2
C 2.0744 1.8656 -1.1314 -2.7 0.6 -4.2
N -0.9675 -0.1428 0.7574 -1.9 -0.5 -1.2
H -1.2032 -0.2857 1.7642 0.9 0.7 -1.5
H -3.0176 -0.3445 0.0637 0.6 -0.4 -0.9
H 1.5347 0.4060 1.9305 0.3 -0.4 -0.6
H -1.5112 1.0450 -3.4974 0.4 -0.2 0.2
H -2.8784 1.0790 -2.5199 -2.3 0.5 -0.2
H 3.2508 1.5438 0.4112 -0.3 0.2 1.1
H 0.7009 1.8658 -2.8523 0.1 0.1 -0.2
H 2.7616 2.3856 -1.8611 0.1 -0.4 2.0
H -2.2112 -0.5434 -3.1220 -0.7 0.7 -0.1
```
Forces are in eV/Å.

# 3
Entry from OMol25: a molecular structure, C10H13NO (wB97M-V/def2-TZVPD).

Computed properties:
Orbital gap (alpha / beta), eV: 5.41 / 7.62
Energy above the lowest of the compared OMol25 structures with the same formula, charge and spin, kcal/mol: 16.0
Spin multiplicity: 3
Energy, a.u.: -518.65380
Largest force on an atom, eV Å⁻¹: 6.88
Charge: 0

Structure (XYZ):
```
25
Properties=species:S:1:pos:R:3:forces:R:3
C -2.0862 1.2901 2.1436 -2.4 -2.9 -4.4
C -2.0988 0.7293 0.8091 -4.1 0.6 5.5
C -0.9459 1.8067 2.6189 2.3 1.5 2.1
C -1.0034 0.8638 0.0528 4.7 1.1 -2.3
C 1.3226 -0.0367 0.2300 -1.3 2.2 0.7
C -0.6666 0.1540 -1.2184 0.2 0.2 0.6
C 0.1979 1.5224 0.5954 0.0 -2.4 -0.7
C 0.6018 -0.6941 -0.9150 0.0 -0.4 -0.6
C 0.1986 -2.1124 -0.4973 0.1 0.2 0.1
C 1.5298 -0.7428 -2.1334 0.1 -0.1 0.3
N 2.3172 -0.2633 0.9223 0.1 0.2 0.2
O 0.1908 1.9618 1.9104 0.5 -0.1 -0.8
H -2.9626 1.2287 2.7643 -0.1 0.0 0.1
H -2.9734 0.1961 0.4677 -0.2 0.1 -0.1
H -0.8304 2.1851 3.6237 0.0 0.1 -0.1
H -1.4878 -0.4722 -1.5635 0.0 0.0 -0.1
H -0.4310 0.8841 -1.9957 0.0 0.0 -0.2
H 0.6811 2.2600 -0.0449 0.2 0.0 0.1
H -0.2954 -2.6222 -1.3220 -0.1 0.0 -0.1
H -0.4784 -2.0778 0.3527 -0.1 0.0 0.1
H 1.0746 -2.6935 -0.2132 0.1 -0.1 0.0
H 2.3964 -1.3716 -1.9345 0.1 -0.1 0.0
H 1.8852 0.2552 -2.3789 0.0 0.1 -0.1
H 1.0007 -1.1491 -2.9925 -0.1 0.0 -0.1
H 2.8631 -1.1018 0.7185 -0.2 -0.1 -0.1
```
Forces are in eV/Å.

# 4
Entry from OMol25: a single C10H13NO2S molecule (wB97M-V/def2-TZVPD).

Computed properties:
Orbital gap, eV: 9.64
Energy above the lowest of the compared OMol25 structures with the same formula, charge and spin, kcal/mol: 88.9
Spin multiplicity: 1
Energy, a.u.: -992.15780
Largest force on an atom, eV Å⁻¹: 4.33
Charge: 0
SMILES: C=CS(=O)(=O)N(C)Cc1ccccc1

Structure (XYZ):
```
27
Properties=species:S:1:pos:R:3:forces:R:3
C -3.2625 1.2341 0.9259 2.2 0.5 -2.6
C -2.7106 0.1412 1.5436 1.6 -0.1 -2.5
C -2.7153 1.6391 -0.3836 -1.2 -0.8 0.8
C -1.6738 -0.5535 0.8272 -0.4 0.5 -0.3
C -1.7272 0.9375 -1.0222 1.0 -0.9 0.1
C -1.0919 -0.2131 -0.3761 -2.4 1.9 -0.5
C 0.0738 -0.9858 -0.9519 1.4 3.9 1.3
C 1.5987 1.3916 -0.0810 0.1 -0.5 1.3
C 2.4786 1.4558 -1.0514 1.4 -1.3 0.5
C 1.9088 -2.4432 -0.0091 -2.0 -1.3 1.3
N 1.0996 -1.2209 0.1832 0.0 -1.1 -1.8
O 0.8541 0.2953 2.2030 -0.1 -0.1 -0.3
O 3.1040 -0.2797 1.4746 -0.4 -0.4 -0.9
S 1.7345 -0.0139 1.1114 -0.7 2.0 0.0
H -3.9568 1.9085 1.3263 -1.1 0.4 0.9
H -2.9047 -0.2087 2.5131 -0.7 -0.2 1.1
H -3.1588 2.4188 -1.0300 0.0 -0.2 1.1
H -1.2674 -1.4546 1.1781 0.4 -1.0 1.3
H -1.5072 1.3149 -2.0414 0.4 -0.6 0.7
H -0.1942 -1.8804 -1.4152 -0.3 -1.8 -0.3
H 0.7939 2.1332 0.0763 0.3 -0.9 -0.1
H 0.4632 -0.2789 -1.7774 0.0 -1.3 1.2
H 3.4076 0.8646 -1.1595 -0.9 -0.2 0.5
H 2.3946 2.1124 -1.8389 -0.4 1.9 -1.4
H 2.1159 -2.6034 -1.0341 -0.1 -0.1 -1.3
H 2.8910 -2.3434 0.4314 -0.1 -0.2 0.7
H 1.2521 -3.3677 0.3776 1.8 1.9 -0.6
```
Forces are in eV/Å.

# 5
Entry from OMol25: a single C10H13NOS molecule (wB97M-V/def2-TZVPD).

Computed properties:
Orbital gap (alpha / beta), eV: 6.39 / 6.39
Energy above the lowest of the compared OMol25 structures with the same formula, charge and spin, kcal/mol: 118.8
Spin multiplicity: 1
Energy, a.u.: -916.87018
Largest force on an atom, eV Å⁻¹: 4.72
Charge: 0

Structure (XYZ):
```
26
Properties=species:S:1:pos:R:3:forces:R:3
C 3.0471 -1.7905 -1.2804 -0.1 -0.3 1.5
C 2.9609 -1.8636 0.1800 0.0 -0.3 1.4
C 2.2754 -0.9012 -1.9865 1.6 -2.0 -1.6
C 2.1576 -0.9856 0.8939 0.5 -1.4 -1.4
C 1.3168 -0.0661 -1.3220 -0.6 1.7 -0.1
C 1.4261 -0.0404 0.1253 -1.3 0.6 1.9
C 0.4362 0.7942 -1.9458 -0.8 -0.8 4.6
C -0.9193 1.5616 0.2826 2.0 3.0 -2.2
C -3.0115 1.2832 1.6634 -0.8 0.0 -1.2
C -1.9327 0.6396 0.8014 0.7 -1.2 2.0
N -0.5638 1.5645 -1.1373 1.0 0.2 -2.0
O 1.4192 2.5154 0.7072 1.8 0.4 0.5
S 0.7235 1.1353 1.1870 0.3 -1.1 -1.7
H 3.7351 -2.5955 -1.6507 -0.8 1.3 -0.5
H 3.5483 -2.6565 0.7319 -0.8 1.0 -0.8
H 2.4149 -0.9774 -3.1200 -0.7 0.6 1.7
H 1.9158 -1.0196 1.9704 0.8 -0.1 -0.6
H 0.4371 1.0824 -2.9369 -0.1 0.3 -1.9
H -1.1121 2.7067 0.4580 -0.1 -2.2 0.3
H -3.7505 1.9827 1.2135 0.7 -0.5 -0.2
H -2.6063 1.7605 2.5204 0.6 0.5 0.7
H -3.5398 0.4318 2.0125 -1.0 -0.6 0.6
H -2.2676 -0.0210 0.0240 -0.5 -0.2 -0.4
H -1.3767 -0.0454 1.5690 -0.8 0.7 -1.3
H -0.4909 2.4778 -1.6106 -0.7 -0.4 1.2
H 0.8420 3.1864 0.3784 -0.9 0.7 -0.5
```
Forces are in eV/Å.

# 6
Entry from OMol25: a single C10H13NOSe molecule (wB97M-V/def2-TZVPD).

Computed properties:
Orbital gap, eV: 7.90
Energy above the lowest of the compared OMol25 structures with the same formula, charge and spin, kcal/mol: 0.0
Spin multiplicity: 1
Energy, a.u.: -2920.20382
Largest force on an atom, eV Å⁻¹: 4.65
Charge: 0
SMILES: CCN1c2ccccc2[Se][C@@]1(C)O

Structure (XYZ):
```
26
Properties=species:S:1:pos:R:3:forces:R:3
C 0.7161 -2.9588 0.6837 -1.5 1.6 0.1
C 0.6582 -2.7334 2.0594 0.2 1.9 0.4
C 0.3315 -1.8180 -0.1192 1.1 -3.4 -0.1
C 0.3700 -1.3999 2.6532 -0.3 -3.0 -0.9
C 0.1252 -0.6164 0.4128 -1.0 1.7 0.6
C 0.1238 -0.3557 1.7898 0.5 -0.1 1.1
C -0.8297 1.5097 0.1055 -2.2 0.7 2.4
C -2.2695 1.1186 0.4332 0.1 4.5 -1.3
C 0.7371 1.1203 -2.7499 2.6 0.9 -0.1
C 1.0224 0.8356 -1.2291 0.3 -0.5 -2.1
N -0.1129 0.5080 -0.4389 0.7 -1.1 -0.4
O -0.7745 2.7600 -0.4194 3.0 -0.9 -2.0
Se -0.0487 1.4328 2.3531 -0.2 0.3 -0.9
H 0.7879 -3.9536 0.1960 0.3 0.8 0.7
H 0.9464 -3.5060 2.7444 -0.2 -0.4 0.3
H 0.2653 -1.9514 -1.1836 -0.1 0.0 -0.4
H 0.1530 -1.3551 3.7469 0.7 0.2 -1.1
H -2.7477 1.9831 0.9972 0.5 -1.2 -0.8
H -2.3504 0.2565 0.9490 -0.1 -2.8 1.8
H -2.7349 1.0000 -0.5404 -0.4 0.0 -0.2
H -0.2286 1.4806 -3.0506 -0.6 -0.1 0.2
H 1.4611 1.9903 -2.9015 -0.9 -1.1 -0.6
H 1.0732 0.2815 -3.4381 -0.6 1.0 1.0
H 1.6362 -0.0680 -1.2599 0.3 0.5 0.4
H 1.5873 1.6689 -0.7963 0.2 -0.2 0.1
H 0.1023 2.7705 -0.9972 -2.6 0.5 1.8
```
Forces are in eV/Å.